1.
This record from the Open Molecules 2025 dataset describes a single C9H7NO molecule at a distorted geometry. The level of theory is ωB97M-V/def2-TZVPD.

The geometry in XYZ format:
```
18
Properties=species:S:1:pos:R:3:mulliken_charge:R:1
O 4.07 -0.69 -0.12 -0.459
C 3.41 0.26 0.05 -0.137
C 2.00 0.25 -0.06 0.448
C 1.04 1.34 -0.04 -1.384
C -0.32 0.76 0.01 1.244
C -1.59 1.28 -0.06 -0.698
C -2.63 0.51 -0.05 -0.438
C -2.43 -0.98 -0.04 -0.251
C -1.24 -1.53 0.02 -0.524
C -0.09 -0.65 0.03 0.385
N 1.20 -0.94 0.05 -0.110
H 4.01 1.13 0.49 0.289
H 1.26 2.27 -0.26 0.582
H -1.66 2.38 0.18 0.246
H -3.65 0.63 0.05 0.462
H -3.57 -1.59 -0.20 0.150
H -1.30 -2.76 0.13 0.139
H 1.50 -1.67 -0.19 0.056
```

Output
LUMO in hartree: -0.0004
Frontier orbital gap in eV: 8.65
Charge: 0
Energy relative to the best compared isomer or geometry (same formula, charge and spin) in kcal/mol: 88.65

2.
This record from the Open Molecules 2025 dataset describes 3 unconnected molecules or ions with the total composition C19H39N2O12P at a distorted geometry. The level of theory is ωB97M-V/def2-TZVPD.

The geometry in XYZ format:
```
73
Properties=species:S:1:pos:R:3:mulliken_charge:R:1
C -1.11 1.08 -2.29 -1.175
C -0.77 2.42 -1.62 0.102
O -0.90 2.28 -0.20 -0.427
C 0.24 1.86 0.39 -0.503
O 1.17 2.92 0.66 -0.426
C 2.07 2.45 1.55 -0.110
O 3.11 3.02 1.74 -0.566
C 1.58 1.14 2.19 0.627
O 1.52 1.15 3.59 -0.543
C 2.77 1.36 4.28 -0.017
C 2.50 2.30 5.45 -1.349
P 2.57 -0.35 1.68 1.616
N 4.07 -0.05 1.46 -1.025
O 1.93 -0.95 0.35 -0.412
O 2.39 -1.47 2.80 -0.589
C 0.05 1.13 1.70 0.482
O -0.63 1.86 2.70 -0.440
C -1.88 2.10 2.42 0.640
N -3.04 2.22 2.28 -0.591
O -0.51 -0.06 1.35 -0.207
C -0.94 -0.91 2.41 0.278
C -1.82 -2.00 1.80 -1.345
H -1.56 0.44 -1.54 0.328
H -0.23 0.61 -2.70 0.322
H -1.87 1.24 -3.04 0.356
H -1.48 3.16 -1.93 0.524
H 0.21 2.78 -1.90 -0.089
H 0.76 1.18 -0.29 0.603
H 3.52 1.82 3.65 0.284
H 3.18 0.43 4.64 0.335
H 1.73 2.99 5.12 0.340
H 2.13 1.74 6.29 0.334
H 3.39 2.85 5.71 0.389
H 4.31 0.92 1.61 0.322
H 2.58 -1.55 -0.03 0.394
H 1.83 -1.16 3.53 0.362
H -0.11 -1.39 2.91 -0.057
H -1.53 -0.37 3.14 0.289
H -1.63 -2.01 0.74 0.234
H -1.56 -2.95 2.24 0.361
H -2.87 -1.78 1.94 0.376
C -6.34 -5.33 0.73 -0.658
O -5.54 -6.48 0.52 -0.374
C -4.29 -6.19 -0.09 -0.548
C -3.17 -6.19 0.92 -0.478
O -3.29 -5.13 1.85 -0.231
C -3.82 -5.55 3.10 -0.846
H -7.16 -5.61 1.39 0.246
H -5.77 -4.53 1.21 0.251
H -6.75 -4.96 -0.21 0.320
H -4.33 -5.24 -0.62 0.319
H -4.10 -6.98 -0.83 0.375
H -2.22 -6.05 0.39 0.365
H -3.12 -7.16 1.44 0.342
H -3.06 -6.11 3.66 0.300
H -4.71 -6.16 2.98 0.391
H -4.08 -4.65 3.66 0.239
C 2.94 3.62 -3.46 -0.750
O 2.43 2.75 -4.45 -0.357
C 1.53 3.40 -5.34 -0.391
C 2.20 3.73 -6.66 -0.701
O 3.22 4.70 -6.51 -0.369
C 4.52 4.15 -6.50 -0.706
H 3.77 3.11 -2.96 0.263
H 3.31 4.55 -3.89 0.361
H 2.17 3.84 -2.71 0.264
H 1.12 4.30 -4.89 0.357
H 0.71 2.70 -5.53 0.377
H 1.44 4.15 -7.34 0.384
H 2.59 2.82 -7.13 0.349
H 4.81 3.84 -7.51 0.327
H 4.59 3.30 -5.82 0.301
H 5.20 4.93 -6.17 0.246
```

Output
LUMO in hartree: 0.0129
Frontier orbital gap in eV: 9.62
Charge: 0

3.
This record from the Open Molecules 2025 dataset describes 2 unconnected molecules or ions with the total composition C4H10N2O at a distorted geometry. The level of theory is ωB97M-V/def2-TZVPD.

The geometry in XYZ format:
```
17
Properties=species:S:1:pos:R:3:mulliken_charge:R:1
H 1.91 -0.94 1.49 0.256
N 0.88 -0.81 1.66 -0.708
C 0.25 -0.35 0.64 0.454
N 0.77 0.38 -0.37 -0.467
C -1.24 -0.73 0.54 -0.492
C -1.78 -0.88 -0.90 -0.147
C -2.98 -0.56 -1.36 -0.760
H 1.51 1.01 -0.01 0.121
H 0.10 0.78 -1.02 0.269
H -1.88 0.02 1.02 0.282
H -1.39 -1.62 1.05 0.322
H -1.03 -1.25 -1.64 0.338
H -3.17 -0.63 -2.44 0.234
H -3.81 -0.28 -0.74 0.283
O 4.05 1.60 0.82 -0.637
H 3.21 2.05 0.98 0.331
H 4.60 2.21 0.28 0.322
```

Output
LUMO in hartree: 0.0206
Frontier orbital gap in eV: 9.51
Charge: 0
Energy relative to the best compared isomer or geometry (same formula, charge and spin) in kcal/mol: 54.22

4.
This record from the Open Molecules 2025 dataset describes a single C20H22BrN3OS molecule at a distorted geometry. The level of theory is ωB97M-V/def2-TZVPD.

The geometry in XYZ format:
```
48
Properties=species:S:1:pos:R:3:mulliken_charge:R:1
C 1.74 -1.32 -5.79 -0.898
S 0.31 -2.38 -5.07 -0.119
C 0.92 -2.04 -3.39 0.177
N 2.16 -2.17 -3.09 -0.946
N 2.21 -1.92 -1.79 0.721
C 3.46 -2.30 -1.09 0.489
C 4.71 -2.29 -1.71 -0.301
C 5.89 -2.73 -1.18 -0.371
C 5.86 -2.91 0.25 -0.108
Br 7.48 -3.57 1.30 -0.218
C 4.75 -2.58 0.90 -0.519
C 3.48 -2.31 0.36 -0.547
C 1.04 -1.50 -1.18 0.270
C 0.57 -0.89 0.00 -0.430
C -0.73 -0.23 0.13 0.133
O -1.00 0.44 1.29 -0.381
C -2.31 0.90 1.70 -0.805
C -2.13 1.88 2.78 0.657
C -2.03 3.31 2.27 -0.998
C -3.30 3.90 1.53 -0.806
N -4.52 3.78 2.50 -0.467
C -4.88 2.42 2.97 -0.557
C -3.47 1.87 3.60 -1.366
C -1.59 -0.40 -0.91 -0.450
C -1.20 -1.00 -2.12 -1.370
C 0.05 -1.61 -2.20 0.393
H 1.73 -1.27 -6.88 0.355
H 2.67 -1.74 -5.51 0.287
H 1.78 -0.34 -5.36 0.303
H 4.66 -2.01 -2.77 0.366
H 6.73 -2.99 -1.86 0.383
H 4.85 -2.72 1.94 0.376
H 2.64 -2.34 1.04 0.518
H 1.23 -0.67 0.80 0.593
H -3.04 0.17 1.91 0.585
H -2.75 1.36 0.75 0.046
H -1.31 1.71 3.40 0.547
H -1.15 3.36 1.63 0.368
H -1.88 4.01 3.12 0.415
H -3.62 3.39 0.63 0.287
H -3.34 4.89 1.28 0.441
H -4.38 4.41 3.31 0.270
H -5.67 2.46 3.68 0.389
H -5.22 1.81 2.10 0.225
H -3.65 0.85 3.93 0.499
H -3.37 2.52 4.45 0.505
H -2.53 -0.11 -0.71 0.690
H -1.84 -1.11 -2.98 0.373
```

Output
LUMO in hartree: 0.0171
Frontier orbital gap in eV: 8.34
Charge: 0
Energy relative to the best compared isomer or geometry (same formula, charge and spin) in kcal/mol: 77.23

5.
This record from the Open Molecules 2025 dataset describes a molecular structure, C19H36IrSbSe3. The level of theory is ωB97M-V/def2-TZVPD.

The geometry in XYZ format:
```
60
Properties=species:S:1:pos:R:3:mulliken_charge:R:1
Ir -0.04 -0.14 0.44 1.122
C -3.14 0.15 -0.49 -0.914
Se -1.77 1.47 -0.04 -0.087
C -1.39 2.03 -1.88 -0.833
C -0.92 0.89 -2.73 -0.709
Se 0.70 0.19 -1.91 -0.011
C 0.72 -1.56 -2.76 -1.068
H -3.77 0.58 -1.27 0.453
H -3.72 -0.01 0.41 0.232
H -2.69 -0.78 -0.82 0.378
H -0.66 2.84 -1.81 0.434
H -2.32 2.45 -2.27 0.503
H -0.67 1.21 -3.74 0.505
H -1.65 0.08 -2.80 0.358
H 0.86 -1.41 -3.83 0.448
H -0.21 -2.08 -2.56 0.386
H 1.57 -2.11 -2.36 0.367
C 4.34 -0.97 -1.13 -0.915
C 4.23 0.16 -0.11 -0.777
Sb 2.46 0.06 1.07 0.135
C 2.58 1.58 2.54 -0.185
C 3.97 1.75 3.15 -1.213
C 2.80 -1.87 1.95 -0.794
C 4.01 -1.94 2.89 -1.144
H 5.26 -0.85 -1.70 0.429
H 3.51 -0.95 -1.84 0.048
H 4.37 -1.95 -0.65 0.307
H 4.25 1.14 -0.59 0.485
H 5.02 0.12 0.64 0.489
H 1.81 1.33 3.28 0.054
H 2.26 2.49 2.04 0.481
H 4.36 0.83 3.59 0.267
H 3.92 2.50 3.95 0.431
H 4.69 2.11 2.42 0.348
H 2.94 -2.54 1.10 0.533
H 1.89 -2.17 2.45 0.623
H 4.94 -1.65 2.39 0.344
H 4.14 -2.96 3.23 0.427
H 3.88 -1.31 3.77 0.169
C -2.21 1.81 7.79 -1.467
C -1.82 1.25 6.45 0.381
C -2.70 1.29 5.37 -1.081
C -2.40 0.71 4.15 0.728
C -3.43 0.75 3.05 -0.916
C -1.16 0.08 4.01 0.734
Se -0.78 -0.96 2.41 -0.148
C -0.24 0.03 5.06 0.950
C 1.09 -0.66 4.98 -1.299
C -0.59 0.65 6.26 -0.872
H -3.25 2.11 7.82 0.372
H -1.59 2.67 8.04 0.341
H -2.04 1.06 8.57 0.372
H -3.66 1.79 5.49 0.335
H -4.29 1.34 3.35 0.367
H -3.78 -0.26 2.81 0.451
H -3.01 1.20 2.16 -0.349
H 1.38 -0.89 3.96 -0.429
H 1.08 -1.59 5.54 0.486
H 1.87 -0.03 5.41 0.451
H 0.12 0.63 7.08 0.487
```

Output
LUMO (alpha / beta) in hartree: -0.3028 / -0.3040
Frontier orbital gap (alpha / beta) in eV: 5.62 / 5.58
Charge: +2
Energy relative to the best compared isomer or geometry (same formula, charge and spin) in kcal/mol: 33.89

6.
This record from the Open Molecules 2025 dataset describes a single C5H8O molecule. The level of theory is ωB97M-V/def2-TZVPD.

The geometry in XYZ format:
```
14
Properties=species:S:1:pos:R:3:mulliken_charge:R:1
O 1.56 -1.46 0.70 -0.579
C 0.87 -0.68 -0.26 0.035
C 1.05 0.80 -0.03 -0.660
C -0.11 1.44 0.09 -0.244
C -1.30 0.54 -0.10 -0.488
C -0.67 -0.87 -0.25 -0.629
H 1.33 -1.09 1.57 0.360
H 1.30 -1.00 -1.22 0.337
H 2.03 1.25 0.06 0.424
H -0.22 2.51 0.27 0.401
H -1.87 0.83 -1.00 0.250
H -2.00 0.61 0.74 0.281
H -1.02 -1.37 -1.16 0.257
H -0.94 -1.51 0.59 0.256
```

Output
LUMO in hartree: 0.0392
Frontier orbital gap in eV: 10.62
Charge: 0
Energy relative to the best compared isomer or geometry (same formula, charge and spin) in kcal/mol: 16.97